1.
99
Properties=species:S:1:pos:R:3 method="wB97M-V/def2-TZVPD" homo_lumo_gap_ev="6.756 / 6.371" charge=+2 relative_energy_kj_mol=0.0 multiplicity=2
Ir -0.61711 -0.20186 -0.87274
C 1.41720 -0.10525 2.51292
Sb -0.47608 -0.55308 1.69749
C -0.83259 -2.56576 2.20601
C -1.90719 0.48150 2.92118
C -3.15462 -0.35087 3.00832
C -3.27709 -1.26672 4.05188
C -4.37213 -2.10703 4.15222
C -5.37626 -2.03802 3.19713
C -5.27793 -1.11490 2.17005
C -4.18021 -0.26088 2.05720
C -4.17353 0.74822 0.94175
Sb -3.21933 0.10778 -0.86244
C -4.61199 -1.34647 -1.52533
C -3.77450 1.72327 -2.12376
H 1.53641 -0.67467 3.43391
H 1.48007 0.96029 2.72799
H 2.20251 -0.37405 1.80764
H -0.73780 -2.68427 3.28369
H -0.10625 -3.19335 1.69350
H -1.83694 -2.84527 1.89539
H -2.08187 1.45758 2.47081
H -1.45319 0.63694 3.89904
H -2.49946 -1.30989 4.80631
H -4.44731 -2.80337 4.97626
H -6.24331 -2.68057 3.26657
H -6.08663 -1.03061 1.45247
H -3.73291 1.70534 1.22316
H -5.19702 0.95122 0.62234
H -5.54960 -0.83166 -1.72913
H -4.77201 -2.09747 -0.75317
H -4.25986 -1.82596 -2.43686
H -4.85438 1.84992 -2.06737
H -3.49731 1.50129 -3.15410
H -3.29061 2.64683 -1.80927
N 6.73127 -7.41026 -0.09106
C 5.92161 -6.60474 -0.20644
C 4.90635 -5.59532 -0.34815
C 3.96931 -5.41039 0.66537
C 2.98943 -4.44426 0.52325
C 2.94901 -3.64879 -0.61847
C 3.89107 -3.83409 -1.62555
C 4.86550 -4.80887 -1.49616
C 1.89553 -2.60417 -0.75450
C 2.30235 -1.28053 -0.71847
C 3.63816 -0.79977 -0.61455
C 3.58795 0.56590 -0.71480
C 2.22763 0.90090 -0.85999
N 1.45350 -0.18136 -0.86356
C 0.57625 -3.05821 -0.90227
C 0.17720 -4.40697 -1.03556
C -1.19645 -4.42051 -1.15824
C -1.60244 -3.08306 -1.10584
N -0.55973 -2.25349 -0.96296
H 4.01231 -6.02449 1.55410
H 2.25677 -4.30265 1.30821
H 3.85642 -3.21985 -2.51633
H 5.59466 -4.96478 -2.27904
H 4.51206 -1.41532 -0.47979
H 4.40635 1.26450 -0.67340
H 1.81341 1.89389 -0.93083
H 0.84348 -5.25348 -1.04921
H -1.84077 -5.27472 -1.28144
H -2.60934 -2.70978 -1.16502
S -0.22047 5.09155 -6.19313
N -0.35250 5.23565 -4.59674
C -0.39727 4.00676 -4.10566
C -0.51229 3.66955 -2.70096
C -0.60645 4.61500 -1.67427
C -0.70106 4.17232 -0.37765
C -0.70063 2.80398 -0.11808
N -0.62521 1.89271 -1.08215
C -0.53425 2.31794 -2.36989
C -0.47156 1.28665 -3.39505
N -0.54329 0.01080 -2.96506
C -0.47816 -0.98399 -3.84361
C -0.35082 -0.74779 -5.21029
C -0.29749 0.54919 -5.67009
C -0.35862 1.59732 -4.74863
C -0.31812 3.00254 -5.10040
N -0.21497 3.48896 -6.32716
H -0.59278 5.66877 -1.92001
H -0.74983 4.86153 0.45228
H -0.74295 2.43968 0.89788
H -0.52935 -1.98611 -3.43819
H -0.30042 -1.58577 -5.89047
H -0.20602 0.77452 -6.72463
S 2.29457 3.43460 1.55680
C 2.79075 4.29272 2.93889
C 4.12962 4.19140 3.38737
C 4.54624 4.88532 4.50164
C 3.64672 5.69613 5.19156
C 2.32266 5.81184 4.76655
C 1.89544 5.11964 3.65662
H 4.81432 3.56349 2.83362
H 5.57052 4.80639 4.83922
H 3.97866 6.24353 6.06370
H 1.63543 6.44673 5.30886
H 0.87158 5.20287 3.31684

***

2.
34
Properties=species:S:1:pos:R:3 method="wB97M-V/def2-TZVPD" homo_lumo_gap_ev=9.263 smiles="CC(C)[C@@H](NS(=O)(=O)c1c(F)c(F)c(F)c(F)c1F)C(=O)NO"
C 0.93590 2.83653 1.64862
C -0.46081 2.35028 1.16966
C -0.61494 2.73181 -0.28095
C -0.67263 0.75061 1.32941
N 0.40828 0.14031 0.47096
S 0.35820 -1.51775 0.15442
O -0.71740 -2.14415 0.93743
O 1.63630 -1.98496 0.56596
C 0.19039 -1.86721 -1.66680
C 0.14784 -3.24523 -2.12057
F 0.34834 -4.16800 -1.11406
C -0.05931 -3.52065 -3.43700
F -0.09540 -4.77716 -3.81448
C -0.11941 -2.48210 -4.44891
F -0.19938 -2.76079 -5.72239
C 0.05146 -1.14797 -3.96102
F -0.20191 -0.19714 -4.84470
C 0.12490 -0.89741 -2.56810
F 0.02822 0.44366 -2.29201
C -0.75091 0.34786 2.83864
O -1.54718 1.05343 3.46922
N 0.20885 -0.29087 3.55689
O 0.25524 -0.08010 5.01261
H 1.12631 2.83340 2.79182
H 1.11493 3.86624 1.41801
H 1.78614 2.26370 1.16196
H -1.28390 2.84966 1.67022
H 0.29438 2.41350 -0.87217
H -0.77680 3.83119 -0.29074
H -1.46577 2.09552 -0.58649
H -1.72006 0.57420 0.89294
H 1.36570 0.44918 0.58152
H 0.99332 -0.88429 3.10944
H -0.68887 0.13471 5.24065

***

3.
86
Properties=species:S:1:pos:R:3 method="wB97M-V/def2-TZVPD" homo_lumo_gap_ev=5.811 charge=+1
Ti -0.46343 -0.42936 -1.23512
C 2.87857 -3.20732 1.47446
O 2.49888 -3.76523 0.16048
C 1.31899 -3.41643 -0.24684
N 0.50708 -2.71795 0.47260
C 2.52547 -1.73281 1.39682
C 0.22948 -1.60672 2.63106
C 0.75924 -2.13614 3.80177
C -0.01341 -2.21051 4.95235
C -1.32346 -1.75864 4.94410
C -1.85740 -1.22294 3.78083
C -1.08425 -1.14506 2.63435
C 1.08696 -3.57670 -1.71080
C 1.44125 -4.67084 -2.48094
C 1.48822 -4.49966 -3.85704
C 1.29436 -3.23580 -4.39834
C 0.96468 -2.20275 -3.53764
N 0.78212 -2.38698 -2.22863
C 0.92295 -0.77047 -3.89006
N 0.70060 0.10391 -2.99008
C 0.62106 1.40791 -3.67645
C 1.31325 1.09390 -5.01011
O 1.18524 -0.36940 -5.11775
C 1.19764 2.54771 -2.87899
C 2.01527 2.33454 -1.77718
C 2.48430 3.41262 -1.03772
C 2.15364 4.70726 -1.40536
C 1.34663 4.92536 -2.51447
C 0.86547 3.84962 -3.24419
H 3.94426 -3.39938 1.54721
H 2.33072 -3.77186 2.22759
H 2.89133 -1.42754 0.40909
H 1.78925 -2.45997 3.85659
H 0.41894 -2.61077 5.85961
H -1.92105 -1.81132 5.84433
H -2.87589 -0.85690 3.76092
H -1.50595 -0.70709 1.73971
H 1.69562 -5.61334 -2.01720
H 1.73768 -5.33353 -4.49871
H 1.41895 -3.04077 -5.45422
H -0.44512 1.59240 -3.83893
H 2.37891 1.32087 -4.99429
H 0.83866 1.52945 -5.88242
H 2.27090 1.32751 -1.46855
H 3.10125 3.23529 -0.16602
H 2.51644 5.54520 -0.82538
H 1.08100 5.93364 -2.80268
H 0.21080 4.02540 -4.09123
O 2.08561 1.91234 5.01071
N 1.77764 2.76039 4.19333
O 1.95602 3.95314 4.33388
C 1.10076 2.32219 2.96216
C 0.03236 3.11076 2.58140
C -0.70621 2.76830 1.45560
C -2.00098 3.34406 1.08593
C -2.66614 2.91116 0.01460
C -2.02265 1.98755 -0.97847
N -0.91271 1.23049 -0.40682
C -0.28844 1.65796 0.73438
C 0.70410 0.78811 1.20101
N 0.70255 -0.41143 0.48536
C 1.00593 -1.56224 1.31763
C 3.15206 -0.80396 2.39070
C 2.69498 0.39925 2.74337
C 1.48913 1.13146 2.31342
H -0.23245 3.96584 3.18766
H -2.44283 4.07427 1.75273
H -3.65076 3.30174 -0.21295
H -1.63973 2.61073 -1.80433
H -0.46652 -2.56448 0.13860
H 4.09247 -1.12752 2.82368
H 3.31080 0.93065 3.45345
Cl -7.12105 -0.10362 1.09492
C -5.53460 -0.57598 0.57564
C -4.99675 -1.77728 1.00357
C -3.72867 -2.13514 0.58119
C -2.99072 -1.30630 -0.25740
O -1.72687 -1.71065 -0.59531
C -3.54181 -0.09004 -0.70019
C -2.82829 0.85642 -1.65364
O -1.81158 0.16793 -2.35227
C -4.82259 0.24686 -0.27684
H -5.56343 -2.42435 1.65860
H -3.28800 -3.06768 0.90998
H -3.55937 1.26346 -2.35911
H -5.27732 1.16719 -0.62266

***

4.
36
Properties=species:S:1:pos:R:3 method="wB97M-V/def2-TZVPD" homo_lumo_gap_ev="9.747 / 2.939" charge=+1 relative_energy_kj_mol=157.2 multiplicity=2
O -1.63133 0.09909 1.16942
H -2.41003 -0.45572 1.21452
H -1.10738 -0.27963 0.46353
O -2.61355 -3.19346 1.91610
H -2.15141 -3.43400 2.71910
H -2.01568 -3.44258 1.21131
O 0.10890 1.89424 0.08979
H -0.47341 1.63913 0.80538
H -0.26008 2.71386 -0.23929
C 2.63259 -1.24267 -2.43812
C 1.99656 -0.39381 -1.24849
O 2.33447 0.98145 -1.52493
H 2.59905 -2.31986 -2.27492
H 3.67641 -0.93731 -2.51088
H 2.22969 -0.92315 -3.39921
H 2.49661 -0.61755 -0.30615
H 0.91930 -0.50487 -1.12498
H 1.60613 1.47524 -1.14114
C -3.90899 -0.22107 -1.93064
C -3.06430 -1.48244 -2.19778
O -1.87237 -1.30064 -1.38305
H -4.19486 -0.10711 -0.88499
H -4.92882 -0.36391 -2.28793
H -3.60017 0.72697 -2.37102
H -2.84219 -1.52659 -3.26400
H -3.65446 -2.39852 -2.17325
H -1.36460 -2.11496 -1.40865
C 3.20020 1.70800 2.60808
C 1.99703 2.48415 2.90825
O 0.94028 1.66113 3.18967
H 3.55508 0.95755 3.31446
H 4.06633 2.36354 2.51759
H 3.13929 1.18257 1.65502
H 1.74473 3.16985 2.09938
H 2.01897 3.18384 3.74374
H 0.83200 1.01925 2.48409

***

| no. | total energy (Eh) |
| --- | --- |
| 1 | -3541.5943 |
| 2 | -1733.5758 |
| 3 | -3707.9735 |
| 4 | -694.0099 |